Record 1
{"formula": "C27H35BrF5MoO6PS5Sb", "method": "ωB97M-V/def2-TZVPD", "symbols": ["O", "Mo", "H", "C", "C", "C", "F", "C", "H", "H", "C", "H", "C", "H", "C", "S", "H", "O", "S", "C", "C", "O", "Sb", "C", "Br", "H", "H", "H", "H", "S", "H", "P", "H", "H", "C", "C", "C", "H", "C", "H", "C", "C", "H", "F", "H", "H", "C", "H", "H", "H", "S", "C", "H", "H", "H", "C", "C", "C", "H", "H", "F", "O", "F", "H", "H", "C", "H", "C", "F", "H", "O", "C", "H", "S", "H", "C", "H", "H", "O", "C", "C", "H"], "coordinates": [[0.136, 1.994, 2.245], [0.325, 1.424, 0.544], [2.627, 1.544, -5.243], [-0.748, -1.383, -1.614], [2.136, 0.691, -4.774], [-0.258, -1.040, -4.245], [-2.572, 1.552, -2.185], [-0.298, -0.587, 6.062], [-2.967, -4.122, -3.726], [0.351, 2.714, -5.439], [-2.064, -4.429, -4.252], [5.218, -0.453, 4.213], [-4.642, 2.504, -1.601], [-1.405, -4.938, -3.551], [0.209, -1.985, 6.388], [0.943, -0.799, 2.936], [1.798, 3.055, -3.571], [0.284, 0.621, -1.045], [0.288, 3.756, -0.060], [-5.534, 2.964, -0.642], [3.307, 0.297, 4.846], [-1.877, 1.416, 0.485], [2.540, 4.023, 0.961], [-0.931, -2.195, -3.849], [-1.076, -1.606, 0.257], [0.459, 2.654, -2.506], [2.481, 0.871, 4.409], [-3.204, -2.167, -5.327], [2.839, 0.240, -4.075], [2.725, 1.583, 0.561], [-0.733, 2.389, 4.023], [1.936, -1.934, 4.253], [0.534, 0.103, 5.934], [1.374, -3.003, 7.890], [0.880, 1.162, -4.025], [-2.346, -2.565, -5.868], [3.782, 0.969, 6.127], [-1.684, -3.211, -2.096], [0.189, -0.047, -3.390], [-0.409, -4.491, -6.371], [1.051, -1.988, 7.662], [-3.957, 2.364, 1.066], [-2.351, -5.139, -5.029], [-6.042, 3.331, 1.632], [4.119, 1.982, 5.920], [2.971, 1.007, 6.854], [-1.366, -3.221, -4.885], [0.458, -1.602, 8.492], [0.588, -4.153, -4.947], [-0.658, -2.645, 6.536], [3.790, 5.030, -0.697], [-5.177, 2.887, 0.697], [4.602, 0.393, 6.554], [0.360, -2.915, -6.177], [1.937, -1.373, 7.521], [0.085, 2.673, 3.332], [-1.172, -2.352, -2.492], [-0.102, 1.821, -5.009], [4.789, 1.134, 3.523], [2.034, 1.857, -2.309], [-6.734, 3.475, -1.004], [2.817, -0.984, 5.239], [-3.645, 2.302, 2.376], [-0.869, -0.601, 5.137], [-2.703, -3.292, -6.599], [-2.996, 1.899, 0.127], [1.893, -0.038, -5.545], [-0.131, -3.726, -5.645], [-4.991, 2.570, -2.902], [-1.875, -1.745, -6.405], [0.860, 3.571, 3.634], [-3.420, 1.985, -1.228], [-0.388, 1.158, -5.826], [3.013, -3.444, 3.587], [-0.934, -0.235, 6.875], [1.314, 2.239, -3.035], [4.014, -0.332, 2.921], [-1.007, 2.110, -4.477], [0.942, -2.609, 5.336], [-0.060, -0.210, -2.000], [4.409, 0.156, 3.811], [-0.082, -0.906, -5.303]], "relative_energy_kj_mol": 201.6, "e_homo_ev": [-2.4, -2.4], "spin_multiplicity": 2, "orbital_gap_ev": [5.44, 5.71], "charge": -2, "e_tot_ha": -7215.63619, "s2": 0.764, "max_force_ev_per_a": 3.756, "e_lumo_ev": [3.1, 3.3]}

---

Record 2
{"formula": "C27H35ClIrN4O4P2", "method": "ωB97M-V/def2-TZVPD", "symbols": ["H", "H", "H", "H", "H", "C", "O", "H", "C", "H", "H", "C", "H", "H", "N", "H", "C", "H", "C", "O", "C", "H", "Ir", "C", "P", "N", "C", "H", "H", "H", "H", "H", "H", "C", "C", "O", "C", "H", "H", "H", "C", "H", "C", "C", "H", "C", "C", "C", "H", "H", "H", "H", "C", "C", "C", "C", "H", "C", "C", "P", "H", "H", "H", "H", "C", "C", "N", "N", "O", "Cl", "C", "H", "C", "H"], "coordinates": [[-3.363, 0.552, -2.650], [-0.337, 3.178, 0.048], [-8.261, 1.057, -0.976], [-7.772, 3.619, -2.633], [-8.788, 2.267, -3.160], [-7.804, 6.478, 0.743], [0.644, 0.839, -0.850], [-6.207, 4.200, -7.578], [-0.648, 2.507, 0.870], [-2.588, -2.990, -0.959], [-7.592, 0.743, 4.576], [-9.124, 1.207, 3.002], [-4.891, 0.165, -0.402], [-9.764, 3.797, 0.486], [-7.638, 4.237, 0.467], [-5.835, 5.390, 0.557], [-1.165, -1.420, -1.056], [-7.537, 7.517, 0.859], [-3.207, -0.040, -1.740], [0.256, -0.591, 0.988], [-3.927, 0.675, -0.588], [-9.162, 0.448, -3.593], [-1.214, 0.773, 0.254], [-9.127, 5.932, 0.702], [-6.820, 2.694, 0.095], [-7.007, 0.162, -3.474], [-1.943, -2.395, -0.289], [-0.199, -1.767, -1.428], [-3.703, -1.008, -1.903], [-3.904, -1.947, 0.603], [-1.051, 0.283, -2.338], [-9.319, -2.202, -3.171], [-5.149, -0.969, -3.492], [-7.900, 2.526, -2.548], [-6.043, 3.366, -5.540], [2.036, -1.105, -0.569], [-3.131, 0.785, 0.711], [-10.082, 0.937, 3.429], [-1.497, 2.979, 1.393], [0.206, 2.412, 1.564], [-2.838, -1.820, 0.856], [-4.155, 1.716, -0.885], [-6.913, 5.423, 0.595], [-7.665, 1.813, -5.796], [-2.605, -2.451, 1.728], [-2.540, -0.398, 1.307], [-8.996, 4.557, 0.549], [-1.701, -0.214, -1.586], [-2.275, -0.329, 2.372], [-1.224, -3.100, 0.169], [-9.675, 1.773, 0.914], [-8.157, 2.308, -7.880], [-8.348, -0.249, -3.435], [-8.950, 1.660, 1.702], [-8.404, -1.624, -3.237], [-7.820, 1.117, 3.590], [-9.163, 2.556, -0.839], [-8.169, 2.149, -1.086], [-7.563, 2.503, -6.998], [-6.316, 1.786, -3.255], [-5.303, 3.933, -4.997], [-10.067, 6.464, 0.767], [-8.348, 1.033, -5.496], [-5.831, 1.588, 2.639], [-6.533, 3.491, -6.833], [-6.218, -0.996, -3.341], [-6.688, 2.289, -4.912], [-7.591, 1.866, 1.455], [2.256, 0.741, 0.940], [1.387, -0.041, 0.120], [-6.905, 1.540, 2.630], [-6.724, -3.081, -2.849], [-7.050, -2.087, -3.124], [-3.399, 1.576, 1.418]], "e_homo_ev": [-12.3, -12.3], "spin_multiplicity": 6, "orbital_gap_ev": [6.30, 2.35], "charge": 2, "e_tot_ha": -2815.84198, "s2": 8.795, "max_force_ev_per_a": 4.518, "e_lumo_ev": [-6.0, -10.0]}

---

Record 3
{"formula": "C27H35IrN4O3", "method": "ωB97M-V/def2-TZVPD", "symbols": ["C", "C", "C", "H", "H", "C", "C", "H", "H", "C", "H", "H", "H", "H", "H", "H", "H", "H", "C", "H", "O", "C", "C", "C", "C", "H", "O", "N", "H", "H", "H", "C", "C", "H", "C", "H", "O", "C", "H", "C", "C", "C", "H", "C", "H", "H", "H", "H", "H", "H", "H", "C", "N", "H", "N", "H", "H", "C", "Ir", "C", "C", "N", "H", "H", "C", "C", "H", "C", "H", "C"], "coordinates": [[-1.938, -1.939, -0.027], [2.469, -1.448, -5.261], [4.140, 1.546, 3.937], [-2.592, 4.053, -3.938], [5.195, 1.390, 4.117], [0.458, -1.085, -3.261], [0.115, -1.425, -4.625], [-3.087, -1.439, -5.251], [-2.468, -3.424, -1.488], [-1.213, -1.340, 4.967], [1.440, -1.870, 5.219], [-2.665, 1.995, -1.634], [-1.626, -2.351, 4.946], [-2.200, 0.115, 2.707], [-2.617, 5.410, -3.010], [-2.037, -0.637, 4.833], [0.773, -2.822, 1.858], [4.148, 0.524, 2.052], [1.417, 1.940, 3.508], [3.837, 2.631, 5.760], [0.275, 0.896, 1.164], [-0.108, -2.254, 1.585], [-1.585, 3.828, -2.081], [3.556, 1.058, 2.783], [1.837, -0.879, -2.986], [3.230, -1.604, -6.013], [-1.083, -1.556, -5.152], [1.560, -0.193, -0.663], [0.803, -3.135, 4.180], [-3.832, -2.583, -0.746], [0.837, -1.895, -6.573], [-0.721, -2.540, 0.334], [-2.819, -2.458, -1.126], [-3.607, 4.150, -2.640], [2.288, -0.459, -1.711], [3.353, -0.321, -1.561], [-0.455, -0.979, -2.347], [-2.352, -1.609, -4.473], [-2.420, -0.854, -3.701], [2.005, 2.420, 4.660], [1.558, 0.739, 1.355], [-0.114, -1.175, 3.909], [0.266, 2.081, -1.259], [-1.765, -0.643, 2.065], [-0.793, -1.171, 5.958], [0.237, -0.144, 3.962], [-2.488, -2.604, -4.055], [-0.337, -3.342, -0.284], [-1.700, 4.303, -1.108], [-1.484, 1.831, -2.935], [-0.827, 2.182, -0.065], [2.819, -1.068, -3.968], [-0.681, 1.802, -1.002], [-3.330, -0.411, 0.586], [-2.669, 4.388, -2.974], [0.364, 2.108, 3.320], [-2.863, -1.771, -1.964], [-0.671, -1.364, 2.510], [-0.411, -0.223, -0.435], [2.186, 1.249, 2.565], [1.144, -1.613, -5.574], [2.304, 0.178, 0.424], [1.914, -1.911, 3.526], [3.860, -0.920, -3.707], [-2.384, -0.895, 0.800], [3.370, 2.231, 4.868], [1.412, 2.942, 5.399], [1.078, -2.076, 4.213], [-0.633, 4.142, -2.504], [-1.673, 2.302, -1.970]], "relative_energy_kj_mol": 86.7, "e_homo_ev": [-15.6, -15.6], "spin_multiplicity": 2, "orbital_gap_ev": [6.18, 4.78], "charge": 3, "e_tot_ha": -1597.90596, "s2": 0.773, "max_force_ev_per_a": 1.860, "e_lumo_ev": [-9.4, -10.8]}